Entry from OMol25: a cluster of 11 separate species, C20H35BCl20N2O4 in total in a non-equilibrium geometry (ωB97M-V with the def2-TZVPD basis set).

Lowest unoccupied orbital energy = 0.23 eV
Electronic energy = -283597.9050 eV
SMILES = CN(C)B(O)N(COc1ccccc1)C(=O)O.ClCCl.ClCCl.ClCCl.ClCCl.ClCCl.ClCCl.ClCCl.ClCCl.ClCCl.ClCCl
Total charge = 0

Cartesian coordinates (Å):
C 2.65 -0.99 -0.13
N 1.92 0.32 -0.05
C 1.79 0.67 1.39
B 0.57 0.19 -0.72
O 0.08 -1.17 -0.91
N -0.19 1.42 -1.10
C -0.92 1.28 -2.39
O -2.34 1.60 -2.32
C -2.95 1.06 -1.15
C -3.01 1.87 0.20
C -3.67 1.25 1.45
C -4.29 -0.17 1.44
C -4.29 -1.00 0.09
C -3.62 -0.35 -1.16
C 0.63 2.65 -1.04
O 1.61 2.76 -1.79
O 0.35 3.70 -0.12
H 2.16 -1.76 0.56
H 2.81 -1.35 -1.20
H 3.71 -0.81 0.30
H 0.86 1.30 1.62
H 2.70 1.29 1.72
H 1.79 -0.25 2.09
H -0.55 -1.38 -0.18
H -0.46 2.05 -3.12
H -0.74 0.25 -2.87
H -2.51 2.90 0.15
H -3.68 1.88 2.40
H -4.73 -0.56 2.41
H -4.78 -2.04 0.06
H -3.64 -0.98 -2.12
H -0.60 3.92 -0.10
C 0.88 6.79 -1.26
Cl 1.21 8.02 -2.49
Cl -0.81 6.87 -0.73
H 1.07 5.81 -1.69
H 1.53 6.96 -0.41
C 6.93 0.19 1.54
Cl 6.18 -1.26 0.87
Cl 6.04 0.76 2.96
H 7.95 -0.04 1.83
H 6.93 0.97 0.79
C -7.54 2.74 0.48
Cl -5.93 2.03 0.68
Cl -8.33 3.02 2.04
H -7.45 3.69 -0.05
H -8.15 2.05 -0.11
C 3.09 -4.12 2.42
Cl 2.15 -2.74 3.00
Cl 3.62 -3.88 0.74
H 3.97 -4.24 3.05
H 2.47 -5.01 2.46
C -8.18 3.89 -3.05
Cl -8.45 4.89 -1.62
Cl -9.24 2.48 -3.06
H -8.38 4.49 -3.94
H -7.14 3.56 -3.06
C 8.74 -1.75 -1.99
Cl 8.18 -0.20 -1.35
Cl 9.39 -2.78 -0.71
H 7.91 -2.26 -2.47
H 9.53 -1.56 -2.72
C -6.44 1.58 -6.10
Cl -6.04 2.51 -4.65
Cl -6.92 2.64 -7.43
H -5.56 1.01 -6.40
H -7.26 0.90 -5.87
C -2.80 -3.99 2.36
Cl -4.24 -4.78 3.01
Cl -3.14 -2.30 1.93
H -2.01 -4.01 3.11
H -2.47 -4.52 1.47
C 9.75 -2.52 3.00
Cl 8.53 -2.51 4.27
Cl 10.20 -0.87 2.53
H 10.64 -3.04 3.36
H 9.35 -3.04 2.13
C 0.75 -7.32 3.64
Cl -0.19 -5.94 4.22
Cl 1.28 -7.08 1.97
H 1.63 -7.45 4.27
H 0.14 -8.22 3.69



Entry from OMol25: a structure of composition C28H46BrNOP2Pd in a non-equilibrium geometry (ωB97M-V with the def2-TZVPD basis set).

Expectation value of S² = 2.024
Lowest unoccupied orbital energy (spin up / spin down) = -6.22 / -8.76 eV
Multiplicity = 3
Electronic energy = -125402.2641 eV
Total charge = +2

Cartesian coordinates (Å):
N 5.44 3.32 4.05
C 4.77 2.30 4.57
C 3.57 1.83 4.03
C 3.12 2.35 2.77
C 3.81 3.47 2.27
C 4.97 3.91 2.94
C 2.20 1.52 1.94
Pd 0.74 1.17 0.18
P -0.81 -1.51 -3.24
C 2.64 0.99 0.67
C 2.74 -0.48 0.49
C 3.33 -0.92 -0.70
C 3.56 -2.28 -0.89
C 3.15 -3.21 0.08
C 2.55 -2.77 1.27
C 2.37 -1.40 1.50
Br 3.35 -5.02 -0.22
H 1.46 0.97 2.54
H 3.40 1.60 0.16
H 3.06 1.01 4.53
H 3.46 3.99 1.37
H 5.21 1.85 5.47
H 5.54 4.76 2.55
H 3.59 -0.16 -1.45
H 1.95 -1.02 2.43
H 4.02 -2.63 -1.82
H 2.21 -3.47 2.03
P -1.22 2.18 0.19
C 0.44 -2.53 -2.40
C 1.02 -3.56 -3.39
H -0.03 -3.02 -1.54
H 1.22 -1.86 -2.00
H 1.61 -4.32 -2.86
H 0.22 -4.07 -3.94
H 1.67 -3.07 -4.13
C -0.21 0.18 -3.50
C -0.43 0.55 -4.98
H 0.86 0.20 -3.24
H -0.73 0.87 -2.81
H 0.14 1.45 -5.24
H -0.11 -0.26 -5.64
H -1.49 0.75 -5.18
C -2.32 -1.58 -2.22
C -3.29 -2.67 -2.70
H -2.80 -0.60 -2.30
H -2.01 -1.74 -1.17
H -4.30 -2.47 -2.31
H -3.35 -2.69 -3.80
H -2.99 -3.67 -2.36
C -2.56 0.97 0.22
C -3.99 1.50 0.28
H -2.35 0.28 1.04
H -2.41 0.39 -0.70
H -4.27 1.81 1.29
H -4.18 2.34 -0.40
H -4.66 0.68 -0.02
C -1.49 3.16 -1.32
C -0.14 3.71 -1.76
H -2.22 3.95 -1.08
H -1.94 2.50 -2.07
H 0.02 4.72 -1.35
H 0.70 3.07 -1.42
H -0.09 3.77 -2.85
C -1.43 3.26 1.62
C -1.51 2.47 2.93
H -2.34 3.86 1.44
H -0.58 3.95 1.63
H -0.75 2.84 3.64
H -2.49 2.59 3.41
H -1.33 1.40 2.80
C -1.87 -4.09 2.12
C -2.34 -2.69 1.82
C -3.78 -2.42 2.16
O -1.59 -1.84 1.32
H -2.30 -4.44 3.06
H -0.78 -4.13 2.17
H -2.21 -4.76 1.32
H -3.96 -1.35 2.27
H -4.42 -2.79 1.34
H -4.07 -2.94 3.07



Entry from OMol25: a cluster of 5 separate species, H10O5 in total in a non-equilibrium geometry (ωB97M-V with the def2-TZVPD basis set).

Lowest unoccupied orbital energy = 0.43 eV
Electronic energy = -10400.5090 eV
SMILES = O.O.O.O.O
Total charge = 0

Cartesian coordinates (Å):
H -0.90 0.60 1.38
H -1.87 -0.48 0.83
H 0.93 1.28 0.09
H 0.38 2.66 -0.14
H -0.16 -1.76 0.72
H -0.25 -1.54 -0.73
H -1.77 0.29 -2.00
H -0.83 0.64 -0.91
H 1.59 -0.80 -0.12
H 2.88 -0.24 0.61
O -1.22 -0.34 1.53
O 0.06 1.78 0.16
O 0.36 -1.96 -0.11
O -1.41 -0.12 -1.20
O 2.21 0.00 -0.09



Entry from OMol25: an isolated molecule of C3H3OP in a non-equilibrium geometry (ωB97M-V with the def2-TZVPD basis set).

Lowest unoccupied orbital energy (spin up / spin down) = -1.88 / -1.89 eV
Electronic energy = -14489.4025 eV
Total charge = 0

Cartesian coordinates (Å):
C -1.22 -0.80 0.43
C -1.18 0.44 0.86
C -0.01 -1.29 -0.30
O 1.29 0.99 -0.67
P 1.43 -0.68 -0.84
H -1.95 -1.54 0.84
H -0.43 1.28 0.77
H 2.05 1.60 -1.09



Entry from OMol25: a structure of composition C19H27FeN9O2SbSe4 in a non-equilibrium geometry (ωB97M-V with the def2-TZVPD basis set).

Lowest unoccupied orbital energy (spin up / spin down) = 1.64 / 1.64 eV
Electronic energy = -339962.1158 eV
Total charge = -1

Cartesian coordinates (Å):
Fe -0.20 0.53 0.68
C -1.35 -0.19 5.28
N 0.05 0.07 4.99
C 0.91 0.55 6.04
C 0.39 0.23 3.67
N -0.40 0.04 2.68
N 1.72 0.58 3.45
C 2.36 0.54 2.23
N 3.56 1.23 2.23
N 1.89 -0.14 1.26
H -1.45 -0.34 6.36
H -1.68 -1.11 4.78
H -1.98 0.65 4.99
H 0.34 0.57 6.97
H 1.23 1.59 5.87
H 1.78 -0.09 6.18
H -1.36 -0.15 2.95
H 2.11 1.20 4.14
H 3.60 2.03 2.84
H 3.91 1.42 1.30
H 2.47 -0.08 0.43
Se -2.59 5.40 1.21
Sb -1.76 3.35 2.23
Se 0.42 2.69 1.10
Se -2.43 0.87 0.45
Se -1.30 3.62 4.63
O 1.57 1.15 -3.19
C 0.72 1.43 -2.35
O 0.53 0.85 -1.25
C -0.23 2.57 -2.74
N -1.25 2.91 -1.71
C -1.87 4.18 -2.16
C -0.72 4.94 -2.87
C 0.45 3.92 -2.94
H -0.76 2.27 -3.65
H -0.74 3.06 -0.77
H -1.91 2.16 -1.48
H -2.29 4.70 -1.30
H -2.68 3.94 -2.86
H -0.44 5.83 -2.31
H -1.03 5.24 -3.87
H 1.14 4.09 -2.11
H 1.01 3.97 -3.87
N 0.45 -6.98 -6.74
C 0.34 -6.33 -5.80
C 0.21 -5.53 -4.60
C -0.12 -4.18 -4.69
C -0.27 -3.42 -3.55
C -0.08 -4.00 -2.30
C 0.26 -5.35 -2.21
C 0.40 -6.11 -3.35
N -0.23 -3.23 -1.13
C -0.53 -3.69 0.14
C -0.60 -2.58 0.92
N -0.35 -1.46 0.17
C -0.13 -1.87 -1.05
H -0.26 -3.73 -5.66
H -0.56 -2.38 -3.63
H 0.43 -5.80 -1.24
H 0.66 -7.16 -3.29
H -0.69 -4.73 0.37
H -0.81 -2.51 1.98
H 0.14 -1.22 -1.86



Entry from OMol25: the ion C3H4FN4 with charge -1 in a non-equilibrium geometry (ωB97M-V with the def2-TZVPD basis set).

Lowest unoccupied orbital energy = 4.00 eV
Electronic energy = -11853.6355 eV
Total charge = -1

Cartesian coordinates (Å):
C 0.37 0.66 -0.15
C -0.69 -1.44 0.45
C -0.58 -0.47 -0.65
N 0.50 1.88 -0.82
N 1.23 0.63 0.87
N 1.37 2.54 -0.10
N 1.79 1.79 0.89
F -1.83 0.08 -0.97
H -0.90 -0.80 1.24
H -1.33 -2.25 0.08
H 0.21 -1.86 0.77
H -0.16 -0.75 -1.60



Entry from OMol25: an isolated molecule of C4H6O2 (ωB97M-V with the def2-TZVPD basis set).

Lowest unoccupied orbital energy = -0.22 eV
Electronic energy = -8336.7299 eV
Total charge = 0

Cartesian coordinates (Å):
O 1.54 0.59 -0.24
C 0.31 -1.77 -0.06
C -0.50 -0.77 0.67
C -0.84 0.44 -0.19
C 0.39 1.18 -0.66
O 0.40 2.18 -1.33
H 2.27 1.09 -0.63
H 0.85 -2.36 0.71
H -1.41 -1.39 0.82
H -0.16 -0.48 1.67
H -1.48 1.16 0.34
H -1.37 0.13 -1.09



Entry from OMol25: a structure of composition C37H54N3OP2Pb in a non-equilibrium geometry (ωB97M-V with the def2-TZVPD basis set).

Lowest unoccupied orbital energy (spin up / spin down) = -8.40 / -10.73 eV
Electronic energy = -69556.7503 eV
Total charge = +3

Cartesian coordinates (Å):
C -1.27 -1.45 -2.04
C 0.74 -2.50 -1.24
C -1.52 -2.47 -2.94
C 0.45 -3.61 -2.12
C -0.65 -3.59 -2.95
H -2.40 -2.42 -3.60
H 1.14 -4.46 -2.12
H -0.84 -4.43 -3.63
N -0.20 -1.46 -1.19
P -2.31 0.19 -0.11
P 2.38 -0.84 0.17
C -2.22 -0.27 -1.91
H -1.80 0.61 -2.43
H -3.19 -0.50 -2.37
C 0.46 1.65 1.46
O 0.69 2.60 2.11
C 1.93 -2.42 -0.50
H 2.67 -3.22 -0.63
C 3.52 0.00 -1.16
C 3.43 -1.14 1.73
C -3.22 1.87 0.01
C -3.42 -1.22 0.59
C 3.60 1.52 -0.90
H 4.26 1.75 -0.06
H 4.00 2.03 -1.80
H 2.61 1.94 -0.68
C 4.95 -0.57 -1.25
H 5.56 -0.33 -0.37
H 4.94 -1.67 -1.40
H 5.46 -0.13 -2.13
C 2.84 -0.31 -2.52
H 3.25 0.37 -3.29
H 3.04 -1.35 -2.82
H 1.75 -0.19 -2.48
C 4.15 0.15 2.15
H 3.44 0.99 2.23
H 4.62 0.00 3.14
H 4.95 0.44 1.45
C 2.49 -1.57 2.87
H 1.86 -0.73 3.20
H 1.84 -2.40 2.57
H 3.10 -1.89 3.73
C 4.44 -2.30 1.52
H 5.16 -2.10 0.71
H 5.00 -2.45 2.45
H 3.91 -3.24 1.29
C -3.83 -0.89 2.04
H -4.32 -1.77 2.49
H -2.97 -0.63 2.67
H -4.56 -0.06 2.08
C -2.62 -2.55 0.58
H -2.46 -2.92 -0.45
H -1.65 -2.48 1.07
H -3.22 -3.31 1.12
C -4.69 -1.47 -0.26
H -5.24 -2.31 0.19
H -5.36 -0.61 -0.30
H -4.43 -1.78 -1.29
C -2.44 2.87 -0.88
H -2.46 2.59 -1.95
H -2.91 3.86 -0.78
H -1.39 2.94 -0.55
C -3.11 2.38 1.47
H -2.06 2.38 1.80
H -3.50 3.41 1.51
H -3.70 1.76 2.17
C -4.69 1.85 -0.44
H -4.81 1.42 -1.45
H -5.33 1.28 0.25
H -5.07 2.89 -0.47
Pb 0.10 0.13 0.33
N 0.36 1.34 -1.34
C 0.47 2.00 -2.30
C 0.63 2.75 -3.50
C 0.44 4.15 -3.50
C 0.99 2.08 -4.70
C 0.60 4.87 -4.69
H 0.17 4.66 -2.57
C 1.14 2.81 -5.88
H 1.14 0.99 -4.68
C 0.95 4.20 -5.88
H 0.46 5.95 -4.69
H 1.42 2.29 -6.80
H 1.08 4.77 -6.80
N -0.29 -0.98 2.14
C -0.41 -0.77 3.58
C -0.06 0.41 4.29
C -0.26 0.52 5.66
C -0.83 -0.53 6.38
C -1.20 -1.70 5.71
C -0.98 -1.82 4.34
H 0.02 -1.93 1.93
H -1.24 -0.92 2.00
H 0.40 1.24 3.84
H 0.04 1.42 6.18
H -0.99 -0.43 7.44
H -1.65 -2.51 6.27
H -1.29 -2.73 3.85



Entry from OMol25: a cluster of 2 separate species, C5H13OS2 in total in a non-equilibrium geometry (ωB97M-V with the def2-TZVPD basis set).

Lowest unoccupied orbital energy = 3.35 eV
Electronic energy = -29113.9592 eV
Total charge = -1

Cartesian coordinates (Å):
C -0.74 -1.74 -1.82
S -1.22 -0.68 -3.21
S -1.64 1.10 -2.23
C 0.05 1.77 -2.11
H -0.05 -1.12 -1.20
H -1.62 -2.03 -1.22
H -0.25 -2.64 -2.26
H 0.47 1.90 -3.13
H -0.01 2.72 -1.63
H 0.64 1.08 -1.47
C 0.41 0.75 0.83
O 1.01 -0.10 -0.07
C 0.70 0.32 2.30
C 0.14 -1.07 2.56
H -0.69 0.84 0.70
H 0.79 1.82 0.76
H 0.25 1.05 3.00
H 1.79 0.33 2.39
H 0.37 -1.45 3.56
H 0.56 -1.78 1.83
H -0.96 -1.09 2.42



Entry from OMol25: a structure of composition C4H14N3 in a non-equilibrium geometry (ωB97M-V with the def2-TZVPD basis set).

Lowest unoccupied orbital energy = -3.11 eV
Electronic energy = -8835.8047 eV
Total charge = +1

Cartesian coordinates (Å):
C 1.49 -0.28 -1.27
C 0.82 -0.86 1.11
C -1.63 -1.22 0.30
C 0.82 0.11 -0.04
N 0.93 1.48 0.40
N -1.05 -0.13 -0.54
N -1.44 1.19 -0.46
H 1.47 0.53 -2.08
H 1.04 -1.16 -1.75
H 2.53 -0.48 -1.03
H 0.71 -1.87 0.81
H 1.80 -0.75 1.75
H 0.05 -0.69 1.79
H -0.90 -2.07 0.19
H -1.87 -0.85 1.22
H -2.65 -1.44 -0.11
H 1.45 1.95 -0.30
H 1.09 1.78 1.33
H -0.62 1.90 0.05
H -1.60 1.58 -1.40
H -2.44 1.25 0.02



Entry from OMol25: a structure of composition C23H25F3N3O4Pt in a non-equilibrium geometry (ωB97M-V with the def2-TZVPD basis set).

Lowest unoccupied orbital energy (spin up / spin down) = -5.30 / -5.30 eV
Electronic energy = -48309.1178 eV
Total charge = +1

Cartesian coordinates (Å):
Pt 0.16 0.09 -0.05
C 1.86 2.82 0.72
N 0.52 2.21 0.89
C -0.47 3.06 0.18
C -1.81 2.40 -0.05
C -1.93 1.85 -1.44
N -1.01 0.72 -1.70
C -0.86 0.35 -2.90
C -0.08 -0.74 -3.40
C 0.11 -0.84 -4.77
C 0.92 -1.82 -5.31
C 1.55 -2.74 -4.47
C 1.37 -2.68 -3.11
C 0.54 -1.68 -2.53
O 0.35 -1.71 -1.25
C 0.20 2.09 2.32
C 1.23 1.30 3.13
C 1.73 0.03 2.45
N 0.60 -0.64 1.83
C 0.19 -1.78 2.28
C -1.02 -2.42 1.95
C -1.35 -3.64 2.58
C -2.54 -4.25 2.37
C -3.45 -3.65 1.47
C -3.15 -2.46 0.85
C -1.94 -1.80 1.09
O -1.75 -0.60 0.53
H 1.89 3.78 1.24
H 2.06 2.97 -0.33
H 2.63 2.18 1.13
H -0.03 3.32 -0.78
H -0.61 3.98 0.75
H -2.60 3.13 0.09
H -2.00 1.59 0.66
H -1.74 2.64 -2.17
H -2.94 1.49 -1.58
H -1.37 0.93 -3.67
H -0.38 -0.13 -5.43
H 1.07 -1.88 -6.38
H 2.19 -3.51 -4.90
H 1.85 -3.38 -2.43
H -0.79 1.64 2.41
H 0.13 3.09 2.77
H 0.75 1.05 4.07
H 2.10 1.92 3.36
H 2.22 -0.60 3.19
H 2.46 0.25 1.67
H 0.78 -2.26 3.05
H -0.64 -4.08 3.27
H -2.80 -5.16 2.88
H -4.39 -4.14 1.27
H -3.84 -1.99 0.16
F 4.81 1.34 -1.57
C 3.89 0.66 -2.27
F 3.89 1.11 -3.52
F 4.26 -0.63 -2.31
C 2.50 0.82 -1.62
O 1.72 1.59 -2.14
O 2.34 0.09 -0.56